<A>
This record from the Open Molecules 2025 dataset describes one molecule with the formula C23H32N4O3. The level of theory is ωB97M-V with the def2-TZVPD basis set.

Output
Gap between HOMO and LUMO in eV: 7.993
HOMO energy in eV: -7.57

Geometry as ORCA input:
```
! wB97M-V def2-TZVPD RIJCOSX def2/J DEFGRID3
* xyz 0 1
C 4.56 0.34 0.19
C 4.13 -0.93 -0.53
N 2.69 -0.98 -0.77
C 2.17 0.10 -1.59
C 2.69 0.18 -3.03
C 2.25 -2.30 -1.21
C 2.26 -3.35 -0.09
C 1.77 -2.81 1.27
N 0.82 -1.74 1.12
C -0.52 -1.89 1.22
O -1.06 -2.90 1.63
C -1.28 -0.71 0.71
C -2.47 -0.97 0.10
N -3.18 -0.05 -0.59
C -4.47 -0.40 -1.14
C -5.60 -0.05 -0.15
O -5.50 -0.72 1.08
C -5.93 -2.06 1.07
C -2.77 1.26 -0.77
O -3.44 2.04 -1.45
C -1.53 1.57 -0.09
C -0.81 0.63 0.66
C 0.27 1.36 1.26
C 1.26 1.05 2.19
C 2.15 2.04 2.57
C 2.07 3.33 2.04
C 1.08 3.67 1.14
C 0.17 2.69 0.77
N -0.92 2.79 -0.04
C -1.35 4.00 -0.69
H 4.53 1.21 -0.46
H 5.57 0.23 0.56
H 3.90 0.53 1.04
H 4.37 -1.78 0.10
H 4.70 -1.04 -1.47
H 2.39 1.04 -1.08
H 1.08 -0.01 -1.62
H 3.76 0.36 -3.05
H 2.48 -0.75 -3.57
H 2.19 0.99 -3.55
H 1.22 -2.19 -1.56
H 2.86 -2.68 -2.04
H 3.26 -3.77 0.05
H 1.61 -4.17 -0.41
H 2.62 -2.42 1.84
H 1.29 -3.61 1.85
H 1.20 -0.95 0.62
H -2.87 -1.97 0.13
H -4.62 0.18 -2.05
H -4.48 -1.47 -1.38
H -5.53 1.01 0.08
H -6.57 -0.26 -0.63
H -6.96 -2.14 0.71
H -5.29 -2.70 0.44
H -5.87 -2.41 2.10
H 1.32 0.07 2.64
H 2.92 1.82 3.29
H 2.79 4.07 2.35
H 1.00 4.68 0.76
H -0.59 4.35 -1.38
H -2.27 3.79 -1.23
H -1.54 4.78 0.05
*
```

Mulliken population analysis, charges in e, atoms 1 to 4: -1.173, -0.799, 0.973, -0.347

<B>
This record from the Open Molecules 2025 dataset describes one molecule with the formula C23H32N4O3. The level of theory is ωB97M-V with the def2-TZVPD basis set.

Output
Gap between HOMO and LUMO in eV: 8.661
HOMO energy in eV: -8.17

Geometry as ORCA input:
```
! wB97M-V def2-TZVPD RIJCOSX def2/J DEFGRID3
* xyz 0 1
C 0.92 1.82 -7.94
O 1.31 0.54 -7.51
C 1.57 0.35 -6.18
C 1.50 1.34 -5.21
C 1.80 1.01 -3.89
C 2.17 -0.27 -3.52
C 2.49 -0.58 -2.09
N 1.60 0.13 -1.18
C 2.06 0.09 0.19
C 1.20 1.01 1.05
C -0.26 0.59 0.98
N -1.09 1.51 1.73
N -1.22 2.76 1.28
C -2.00 3.38 2.15
C -2.38 2.53 3.19
C -1.77 1.33 2.89
N -1.79 0.11 3.56
C -2.48 -0.15 4.71
O -3.18 0.65 5.26
C -2.23 -1.58 5.20
C -0.81 -1.68 5.82
C -1.05 -1.61 7.32
C -2.33 -2.42 7.50
C -3.20 -1.95 6.33
C -0.70 0.55 -0.48
C 0.24 -0.35 -1.28
C 2.25 -1.26 -4.51
O 2.62 -2.51 -4.10
C 2.70 -3.54 -5.05
C 1.95 -0.94 -5.83
H 1.71 2.56 -7.75
H 0.00 2.14 -7.46
H 0.76 1.73 -9.01
H 1.22 2.35 -5.45
H 1.74 1.76 -3.13
H 3.51 -0.26 -1.87
H 2.45 -1.67 -1.93
H 2.03 -0.94 0.60
H 3.10 0.43 0.22
H 1.56 0.99 2.09
H 1.28 2.03 0.68
H -0.38 -0.42 1.41
H -2.25 4.41 2.00
H -3.00 2.74 4.04
H -1.22 -0.62 3.17
H -2.33 -2.25 4.35
H -0.15 -0.89 5.47
H -0.37 -2.64 5.56
H -0.22 -2.01 7.90
H -1.23 -0.58 7.62
H -2.81 -2.25 8.46
H -2.11 -3.48 7.41
H -3.92 -2.71 6.02
H -3.76 -1.06 6.61
H -0.65 1.57 -0.88
H -1.72 0.20 -0.57
H 0.16 -1.39 -0.90
H -0.05 -0.35 -2.33
H 3.01 -4.43 -4.50
H 3.45 -3.31 -5.82
H 1.73 -3.72 -5.53
H 1.99 -1.67 -6.62
*
```

Mulliken population analysis, charges in e, atoms 1 to 4: -0.839, -0.454, 0.485, -0.751

The data favor <A>; the next most stable structure lies 1.313 eV above it.

<A>
This record from the Open Molecules 2025 dataset describes an isolated ion of composition C4H5N2O3 and charge -1. The level of theory is ωB97M-V with the def2-TZVPD basis set.

Output
Gap between HOMO and LUMO (spin up / spin down) in eV: 6.254 / 6.253
HOMO energy (spin up / spin down) in eV: -2.30 / -2.29

Geometry as ORCA input:
```
! wB97M-V def2-TZVPD RIJCOSX def2/J DEFGRID3
* xyz -1 1
C -0.75 -1.29 -0.87
N -0.01 -1.04 0.37
O -0.83 -0.62 1.36
C 1.19 -0.19 0.20
C 0.72 1.04 -0.52
O 0.89 1.24 -1.72
N -0.10 1.84 0.24
C -0.64 1.76 1.33
O -1.14 2.12 2.32
H -1.43 -2.12 -0.66
H -1.35 -0.44 -1.21
H -0.04 -1.57 -1.66
H 1.92 -0.75 -0.39
H 1.56 0.03 1.21
*
```

Mulliken population analysis, charges in e, atoms 1 to 4: -0.837, 0.047, -0.765, -0.745

<B>
This record from the Open Molecules 2025 dataset describes an isolated ion of composition C4H5N2O3 and charge -1. The level of theory is ωB97M-V with the def2-TZVPD basis set.

Output
Gap between HOMO and LUMO in eV: 7.495
HOMO energy in eV: -3.64

Geometry as ORCA input:
```
! wB97M-V def2-TZVPD RIJCOSX def2/J DEFGRID3
* xyz -1 1
C -0.23 0.54 1.37
O -0.08 -0.44 0.32
C 1.14 -0.30 -0.32
C 2.30 -1.07 0.11
N 3.41 -0.34 0.16
O 4.53 -0.82 0.40
N 3.18 0.96 -0.13
C 1.86 1.18 -0.30
O 1.36 2.24 -0.66
H 0.57 0.26 2.03
H -1.29 0.42 1.77
H -0.15 1.61 0.90
H 0.93 -0.41 -1.42
H 2.26 -2.20 0.21
*
```

Mulliken population analysis, charges in e, atoms 1 to 4: -0.660, -0.390, 0.328, -0.628

The data favor <A>; the next most stable structure lies 1.278 eV above it.

<A>
This record from the Open Molecules 2025 dataset describes an isolated ion of composition C3H3N2O4P and charge -2. The level of theory is ωB97M-V with the def2-TZVPD basis set.

Output
Gap between HOMO and LUMO in eV: 5.932
HOMO energy in eV: 0.88

Geometry as ORCA input:
```
! wB97M-V def2-TZVPD RIJCOSX def2/J DEFGRID3
* xyz -2 1
O 1.33 2.14 -0.81
N 1.19 0.92 -0.27
C 1.99 -0.06 -0.28
C 1.50 -1.28 0.13
N 0.27 -1.38 0.46
C -0.37 -0.30 0.54
P -2.03 -0.06 0.18
O -2.81 -0.87 1.13
O -2.40 -0.11 -1.30
O -2.25 1.58 0.62
H 3.03 -0.20 -0.63
H 2.04 -2.22 0.16
H -1.50 1.84 0.09
*
```

Mulliken population analysis, charges in e, atoms 1 to 4: -0.779, 0.037, -0.092, -0.556

<B>
This record from the Open Molecules 2025 dataset describes a 2-piece molecular cluster, C3H3N2O4P overall. The level of theory is ωB97M-V with the def2-TZVPD basis set.

Output
Gap between HOMO and LUMO in eV: 7.034
HOMO energy in eV: -0.17

Geometry as ORCA input:
```
! wB97M-V def2-TZVPD RIJCOSX def2/J DEFGRID3
* xyz -2 1
C -0.51 0.38 -0.91
C 0.80 -0.03 -0.87
C -0.28 -0.94 0.72
N -1.23 -0.19 0.05
N 0.95 -0.83 0.18
O 5.13 -1.08 0.06
O 4.03 0.83 1.31
O 3.83 0.84 -1.17
O 2.02 -1.52 0.44
P 4.23 0.10 0.05
H -0.96 1.06 -1.83
H 1.66 0.35 -1.36
H -0.54 -1.46 1.65
*
```

Mulliken population analysis, charges in e, atoms 1 to 4: -0.265, -0.333, -0.255, -0.815

The data favor <B>; the next most stable structure lies 2.744 eV above it.

<A>
This record from the Open Molecules 2025 dataset describes a 2-piece molecular cluster, H8N2Si2 overall. The level of theory is ωB97M-V with the def2-TZVPD basis set.

Output
Gap between HOMO and LUMO in eV: 8.055
HOMO energy in eV: -7.68

Geometry as ORCA input:
```
! wB97M-V def2-TZVPD RIJCOSX def2/J DEFGRID3
* xyz 0 1
N -1.09 -1.23 -0.34
N -1.34 1.46 -0.18
Si 1.89 0.07 0.03
Si -0.35 0.16 0.35
H -1.22 -2.07 0.26
H -1.89 -1.28 -0.90
H -2.05 1.12 -0.82
H -1.11 2.42 -0.40
H 3.05 0.36 0.88
H 2.12 0.79 -1.21
H 1.95 -1.21 -0.42
H 0.04 -0.58 2.75
*
```

Mulliken population analysis, charges in e, atoms 1 to 4: -0.451, -0.445, 0.474, -0.045

<B>
This record from the Open Molecules 2025 dataset describes a 2-piece molecular cluster, H8N2Si2 overall. The level of theory is ωB97M-V with the def2-TZVPD basis set.

Output
Gap between HOMO and LUMO (spin up / spin down) in eV: 7.167 / 7.439
HOMO energy (spin up / spin down) in eV: -7.50 / -7.77

Geometry as ORCA input:
```
! wB97M-V def2-TZVPD RIJCOSX def2/J DEFGRID3
* xyz 0 1
N 1.51 1.18 -1.18
N 0.17 -2.07 0.63
Si -1.66 0.84 -0.09
Si 0.21 -0.32 0.89
H 2.36 1.41 -0.61
H 1.84 0.74 -2.11
H -0.12 -2.31 -0.25
H 0.95 -2.55 0.99
H -2.81 0.38 0.69
H -1.61 0.69 -1.53
H -1.52 2.20 0.15
H 0.66 -0.18 2.41
*
```

Mulliken population analysis, charges in e, atoms 1 to 4: -0.669, -0.495, 0.380, 0.373

<C>
This record from the Open Molecules 2025 dataset describes a 2-piece molecular cluster, H8N2Si2 overall. The level of theory is ωB97M-V with the def2-TZVPD basis set.

Output
Gap between HOMO and LUMO in eV: 7.730
HOMO energy in eV: -7.95

Geometry as ORCA input:
```
! wB97M-V def2-TZVPD RIJCOSX def2/J DEFGRID3
* xyz 0 1
N 1.19 -1.68 -0.10
N 0.99 -0.29 -0.37
Si 1.43 1.25 0.07
H 2.15 -1.87 -0.43
H 1.12 -1.86 0.93
H 2.30 1.84 1.07
H 0.91 2.21 -0.81
Si -2.03 0.14 -0.15
H -1.42 -1.15 0.53
H -1.15 1.15 0.39
H -2.14 0.03 -1.58
H -3.35 0.23 0.44
*
```

Mulliken population analysis, charges in e, atoms 1 to 4: -0.482, -0.200, 0.348, 0.248

The data favor <A>; the next most stable structure lies 0.728 eV above it.

<A>
This record from the Open Molecules 2025 dataset describes C15H13CsN2O3 as an isolated structure. The level of theory is ωB97M-V with the def2-TZVPD basis set.

Output
Gap between HOMO and LUMO in eV: 5.301
HOMO energy in eV: -0.84

Geometry as ORCA input:
```
! wB97M-V def2-TZVPD RIJCOSX def2/J DEFGRID3
* xyz -2 1
Cs 2.21 0.44 -0.35
O 0.90 0.07 -3.22
C -0.27 -0.06 -3.68
C -0.54 0.04 -5.09
C -1.79 -0.11 -5.64
C -2.91 -0.39 -4.83
C -2.69 -0.49 -3.46
C -1.44 -0.33 -2.86
C -1.41 -0.46 -1.40
N -0.40 -0.24 -0.66
N -0.62 -0.32 0.71
C 0.31 -0.93 1.42
O 1.36 -1.54 1.09
C 0.00 -0.90 2.91
C -1.31 -0.86 3.41
C -1.55 -0.87 4.77
C -0.49 -0.91 5.67
C 0.81 -0.95 5.19
C 1.05 -0.96 3.82
H 0.32 0.25 -5.73
H -1.92 -0.02 -6.72
H -3.89 -0.51 -5.26
H -3.54 -0.70 -2.81
H -2.35 -0.77 -0.92
H -2.12 -0.80 2.69
H -2.57 -0.85 5.14
H -0.68 -0.92 6.74
H 1.65 -0.98 5.88
H 2.06 -1.02 3.43
C 4.37 3.20 -0.05
O 4.14 1.88 0.17
H 4.74 3.78 0.84
H 3.46 3.78 -0.36
H 5.12 3.43 -0.84
*
```

Mulliken population analysis, charges in e, atoms 1 to 4: 0.987, -0.757, 0.085, -0.656

<B>
This record from the Open Molecules 2025 dataset describes C15H13CsN2O3 as an isolated structure. The level of theory is ωB97M-V with the def2-TZVPD basis set.

Output
Gap between HOMO and LUMO in eV: 5.342
HOMO energy in eV: -0.88

Geometry as ORCA input:
```
! wB97M-V def2-TZVPD RIJCOSX def2/J DEFGRID3
* xyz -2 1
Cs 1.68 0.99 1.19
O -0.18 3.35 0.12
C -1.28 3.44 -0.48
C -1.97 4.71 -0.61
C -3.16 4.86 -1.27
C -3.80 3.77 -1.89
C -3.17 2.53 -1.78
C -1.97 2.32 -1.11
C -1.47 0.93 -1.09
N -0.46 0.53 -0.45
N -0.25 -0.86 -0.48
C 1.00 -1.24 -0.65
O 2.07 -0.60 -0.85
C 1.15 -2.76 -0.60
C 0.12 -3.65 -0.89
C 0.32 -5.02 -0.84
C 1.57 -5.53 -0.48
C 2.60 -4.65 -0.19
C 2.40 -3.28 -0.26
H -1.47 5.55 -0.13
H -3.61 5.85 -1.32
H -4.74 3.88 -2.41
H -3.64 1.66 -2.24
H -2.05 0.20 -1.68
H -0.85 -3.23 -1.15
H -0.49 -5.70 -1.07
H 1.73 -6.60 -0.43
H 3.58 -5.04 0.10
H 3.19 -2.58 -0.06
C 2.63 1.24 4.61
O 2.99 1.01 3.30
H 3.00 0.48 5.34
H 1.53 1.26 4.77
H 2.98 2.21 5.02
*
```

Mulliken population analysis, charges in e, atoms 1 to 4: 0.988, -0.752, 0.113, -0.676

The data favor <B>; the next most stable structure lies 0.114 eV above it.

<A>
This record from the Open Molecules 2025 dataset describes a 6-piece molecular cluster, C24H36O18 overall. The level of theory is ωB97M-V with the def2-TZVPD basis set.

Output
Gap between HOMO and LUMO in eV: 10.435
HOMO energy in eV: -10.35

Geometry as ORCA input:
```
! wB97M-V def2-TZVPD RIJCOSX def2/J DEFGRID3
* xyz 0 1
C 2.44 2.73 5.46
C 1.54 2.08 4.42
C 0.09 2.52 4.60
O -0.22 3.20 3.39
C 0.84 3.23 2.57
O 0.87 3.76 1.50
O 1.92 2.62 3.14
H 2.26 3.80 5.47
H 3.49 2.54 5.24
H 2.21 2.37 6.46
H 1.62 1.00 4.39
H -0.14 3.16 5.45
H -0.54 1.64 4.76
C 2.31 -2.91 -1.25
C 3.41 -3.21 -0.25
C 2.83 -3.57 1.13
O 3.56 -4.75 1.48
C 4.06 -5.30 0.38
O 4.54 -6.39 0.31
O 4.01 -4.43 -0.66
H 1.77 -2.00 -1.00
H 1.61 -3.75 -1.24
H 2.67 -2.84 -2.28
H 4.09 -2.35 -0.19
H 1.76 -3.76 1.04
H 2.90 -2.75 1.84
C -3.20 -4.18 1.81
C -2.69 -3.05 0.95
C -1.27 -2.50 1.22
O -0.49 -3.00 0.15
C -1.28 -3.54 -0.78
O -0.91 -4.03 -1.79
O -2.57 -3.61 -0.38
H -4.17 -4.50 1.43
H -3.32 -3.87 2.85
H -2.54 -5.05 1.80
H -3.31 -2.16 0.86
H -0.97 -2.90 2.19
H -1.36 -1.42 1.22
C 3.75 1.04 -1.02
C 2.72 1.26 0.02
C 1.28 1.06 -0.47
O 0.77 -0.02 0.33
C 1.62 -0.24 1.34
O 1.27 -0.83 2.32
O 2.83 0.29 1.09
H 3.73 1.56 -1.98
H 3.83 -0.02 -1.28
H 4.74 1.20 -0.60
H 2.89 2.22 0.52
H 1.24 0.81 -1.53
H 0.63 1.91 -0.25
C -2.70 2.09 -4.42
C -1.35 2.08 -5.08
C -0.83 3.45 -5.53
O 0.58 3.35 -5.32
C 0.80 2.41 -4.39
O 1.85 2.29 -3.84
O -0.31 1.74 -4.13
H -3.51 2.32 -5.11
H -2.80 2.83 -3.61
H -2.74 1.13 -3.89
H -1.34 1.37 -5.91
H -1.20 4.28 -4.93
H -1.01 3.65 -6.58
C -2.29 1.72 0.75
C -3.48 0.93 0.28
C -4.46 1.62 -0.72
O -4.59 0.68 -1.77
C -3.73 -0.33 -1.62
O -3.52 -1.21 -2.40
O -3.04 -0.21 -0.48
H -1.64 2.00 -0.07
H -1.72 1.18 1.51
H -2.66 2.62 1.25
H -4.05 0.64 1.17
H -4.02 2.54 -1.11
H -5.41 1.79 -0.22
*
```

Mulliken population analysis, charges in e, atoms 1 to 4: -1.516, 0.727, -0.480, -0.349

<B>
This record from the Open Molecules 2025 dataset describes a 6-piece molecular cluster, C24H36O18 overall. The level of theory is ωB97M-V with the def2-TZVPD basis set.

Output
Gap between HOMO and LUMO in eV: 11.044
HOMO energy in eV: -10.91

Geometry as ORCA input:
```
! wB97M-V def2-TZVPD RIJCOSX def2/J DEFGRID3
* xyz 0 1
C -23.32 -0.32 -5.19
C -23.58 -1.02 -3.89
C -22.75 -2.30 -3.64
O -22.21 -2.11 -2.34
C -22.48 -0.87 -1.88
O -22.11 -0.45 -0.84
O -23.22 -0.17 -2.77
H -23.93 0.58 -5.26
H -23.58 -0.92 -6.06
H -22.27 -0.04 -5.30
H -24.64 -1.20 -3.71
H -21.94 -2.40 -4.36
H -23.42 -3.15 -3.72
C -20.71 -11.21 -7.33
C -21.95 -11.93 -7.76
C -22.49 -12.97 -6.75
O -23.89 -12.64 -6.65
C -24.11 -11.43 -7.17
O -25.14 -10.84 -7.11
O -23.01 -10.97 -7.78
H -20.56 -10.36 -7.99
H -19.81 -11.83 -7.37
H -20.81 -10.85 -6.30
H -21.82 -12.41 -8.73
H -22.02 -12.82 -5.77
H -22.44 -14.00 -7.08
C -19.51 -6.51 -2.82
C -20.34 -6.59 -4.08
C -20.23 -5.37 -5.01
O -20.01 -5.96 -6.30
C -19.79 -7.28 -6.19
O -19.53 -8.00 -7.10
O -19.90 -7.68 -4.90
H -18.45 -6.38 -3.06
H -19.62 -7.42 -2.23
H -19.84 -5.66 -2.23
H -21.39 -6.72 -3.79
H -19.39 -4.75 -4.71
H -21.17 -4.82 -5.09
C -22.84 -7.93 -8.14
C -23.79 -6.82 -7.81
C -25.09 -7.28 -7.10
O -25.10 -6.56 -5.88
C -23.95 -5.87 -5.72
O -23.64 -5.32 -4.71
O -23.16 -6.00 -6.79
H -21.90 -7.51 -8.50
H -23.27 -8.59 -8.90
H -22.67 -8.54 -7.25
H -24.02 -6.17 -8.66
H -25.04 -8.35 -6.89
H -25.96 -7.06 -7.71
C -28.27 -8.42 -9.33
C -27.28 -9.48 -8.90
C -27.62 -10.89 -9.38
O -26.39 -11.40 -9.87
C -25.51 -10.38 -10.04
O -24.44 -10.50 -10.54
O -26.01 -9.23 -9.55
H -29.24 -8.59 -8.85
H -28.43 -8.38 -10.40
H -27.97 -7.44 -8.93
H -27.09 -9.43 -7.83
H -28.37 -10.90 -10.17
H -27.95 -11.53 -8.56
C -26.95 -8.84 -3.57
C -25.98 -7.91 -2.91
C -26.59 -6.55 -2.46
O -26.34 -6.50 -1.06
C -25.61 -7.58 -0.68
O -25.18 -7.73 0.41
O -25.46 -8.45 -1.70
H -27.25 -8.46 -4.55
H -27.82 -9.04 -2.95
H -26.48 -9.82 -3.73
H -25.17 -7.68 -3.60
H -27.66 -6.50 -2.64
H -26.06 -5.74 -2.95
*
```

Mulliken population analysis, charges in e, atoms 1 to 4: -1.438, 0.514, 0.128, -0.336

The data favor <B>; the next most stable structure lies 0.901 eV above it.